[1]
9
Properties=species:S:1:pos:R:3 method="wB97M-V/def2-TZVPD" relative_energy_kcal_mol=44.3 multiplicity=1 homo_lumo_gap_ev=10.133 lumo_energy_ev=0.59
C 1.17171 -1.44064 0.22511
N -2.77564 -0.85507 -0.66696
N -2.41275 -0.12629 0.10362
N 0.26741 -1.54117 1.04053
N -1.66466 0.43440 0.81918
I 2.71918 -0.10264 -0.07910
H 1.16113 -2.33934 -0.51415
H 0.03807 -0.91723 1.89659
H -2.02549 1.24024 1.28119

=====

[2]
62
Properties=species:S:1:pos:R:3 method="wB97M-V/def2-TZVPD" relative_energy_kcal_mol=63.7 multiplicity=4 homo_lumo_gap_ev="5.409 / 3.567" lumo_energy_ev="-0.97 / -2.81"
Pr -0.25944 -0.03430 0.13799
N -2.76253 -0.77405 -0.88088
C -3.11760 -1.95567 -1.68638
C -2.93962 -3.24767 -0.90857
C -1.54251 -3.47324 -0.34736
C -0.43216 -3.42019 -1.38365
N 0.01905 -2.03708 -1.71710
H -3.31664 -0.74499 -0.02823
H -3.00483 0.06797 -1.39627
H -2.48934 -1.95429 -2.58242
H -4.14962 -1.89852 -2.03939
H -3.20829 -4.08026 -1.56811
H -3.66481 -3.26907 -0.08687
H -1.51482 -4.44090 0.15845
H -1.33079 -2.74620 0.42947
H -0.75505 -3.92565 -2.29918
H 0.43779 -3.96246 -1.01856
H -0.22958 -1.78042 -2.66561
H 1.03595 -2.04422 -1.69273
C -2.17445 5.45067 1.45640
C -1.86257 4.34319 2.13070
C -1.62578 3.03804 1.45435
C -1.75922 3.06497 -0.04162
C -2.11620 4.28652 -0.72030
C -2.30213 5.40412 0.00235
N -1.49945 1.95357 -0.66510
N -1.77548 1.86408 -1.98793
C -0.79177 1.19362 -2.67787
C -1.04321 0.87097 -4.02545
C -0.01645 0.36317 -4.78791
C 1.25269 0.18327 -4.22358
C 1.40638 0.47080 -2.88090
N 0.40857 0.92519 -2.11234
H -2.33014 6.38864 1.97364
H -1.76355 4.35115 3.20973
H -2.34241 2.29005 1.82072
H -2.19361 4.28143 -1.79758
H -2.54849 6.32215 -0.52146
H -2.02755 1.06678 -4.43113
H -0.19140 0.12205 -5.82959
H 2.09323 -0.16920 -4.80510
H 2.35727 0.33068 -2.37653
S 0.90869 -0.32360 4.48071
Sb -0.90095 0.89527 3.84729
S 0.03658 2.38453 1.92643
S -2.18426 -0.33251 2.25952
O 0.67511 -1.65520 1.38968
S 2.10021 -1.43940 0.99700
O 2.52093 -2.34819 -0.04293
N 2.18808 0.11353 0.58835
C 3.19338 0.76003 1.31321
S 3.65159 2.29755 1.10153
C 3.76519 -0.17092 2.34948
C 4.73132 0.10952 3.29566
C 5.10058 -0.89914 4.17480
C 4.53199 -2.17531 4.10632
C 3.57425 -2.47213 3.15082
C 3.21953 -1.43567 2.30446
H 5.16053 1.10339 3.33827
H 5.84503 -0.69575 4.93469
H 4.83596 -2.93938 4.81140
H 3.11682 -3.45128 3.08522

=====

Copy entry 2 word for word.
62
Properties=species:S:1:pos:R:3 method="wB97M-V/def2-TZVPD" relative_energy_kcal_mol=63.7 multiplicity=4 homo_lumo_gap_ev="5.409 / 3.567" lumo_energy_ev="-0.97 / -2.81"
Pr -0.25944 -0.03430 0.13799
N -2.76253 -0.77405 -0.88088
C -3.11760 -1.95567 -1.68638
C -2.93962 -3.24767 -0.90857
C -1.54251 -3.47324 -0.34736
C -0.43216 -3.42019 -1.38365
N 0.01905 -2.03708 -1.71710
H -3.31664 -0.74499 -0.02823
H -3.00483 0.06797 -1.39627
H -2.48934 -1.95429 -2.58242
H -4.14962 -1.89852 -2.03939
H -3.20829 -4.08026 -1.56811
H -3.66481 -3.26907 -0.08687
H -1.51482 -4.44090 0.15845
H -1.33079 -2.74620 0.42947
H -0.75505 -3.92565 -2.29918
H 0.43779 -3.96246 -1.01856
H -0.22958 -1.78042 -2.66561
H 1.03595 -2.04422 -1.69273
C -2.17445 5.45067 1.45640
C -1.86257 4.34319 2.13070
C -1.62578 3.03804 1.45435
C -1.75922 3.06497 -0.04162
C -2.11620 4.28652 -0.72030
C -2.30213 5.40412 0.00235
N -1.49945 1.95357 -0.66510
N -1.77548 1.86408 -1.98793
C -0.79177 1.19362 -2.67787
C -1.04321 0.87097 -4.02545
C -0.01645 0.36317 -4.78791
C 1.25269 0.18327 -4.22358
C 1.40638 0.47080 -2.88090
N 0.40857 0.92519 -2.11234
H -2.33014 6.38864 1.97364
H -1.76355 4.35115 3.20973
H -2.34241 2.29005 1.82072
H -2.19361 4.28143 -1.79758
H -2.54849 6.32215 -0.52146
H -2.02755 1.06678 -4.43113
H -0.19140 0.12205 -5.82959
H 2.09323 -0.16920 -4.80510
H 2.35727 0.33068 -2.37653
S 0.90869 -0.32360 4.48071
Sb -0.90095 0.89527 3.84729
S 0.03658 2.38453 1.92643
S -2.18426 -0.33251 2.25952
O 0.67511 -1.65520 1.38968
S 2.10021 -1.43940 0.99700
O 2.52093 -2.34819 -0.04293
N 2.18808 0.11353 0.58835
C 3.19338 0.76003 1.31321
S 3.65159 2.29755 1.10153
C 3.76519 -0.17092 2.34948
C 4.73132 0.10952 3.29566
C 5.10058 -0.89914 4.17480
C 4.53199 -2.17531 4.10632
C 3.57425 -2.47213 3.15082
C 3.21953 -1.43567 2.30446
H 5.16053 1.10339 3.33827
H 5.84503 -0.69575 4.93469
H 4.83596 -2.93938 4.81140
H 3.11682 -3.45128 3.08522